1.
Entry from OMol25: a cluster of 3 separate species, C5H17N5O3 in total at a distorted geometry (ωB97M-V/def2-TZVPD).

Atoms and positions in Å:
C: 12.842 -0.948 0.621
C: 10.460 -1.395 -1.031
C: 12.410 1.509 0.144
C: -10.425 -1.651 1.356
C: 12.037 0.100 -0.026
N: -9.596 3.369 -0.126
N: -10.961 -1.182 -0.827
N: -11.057 1.445 -0.547
N: -9.681 2.099 0.046
N: -10.865 -2.090 0.038
O: -8.941 1.405 0.639
O: 11.015 -0.121 -0.736
O: -11.107 -3.262 -0.144
H: 13.157 -1.711 -0.095
H: 13.721 -0.532 1.103
H: 12.244 -1.464 1.378
H: 9.474 -1.434 -0.562
H: 11.070 -2.229 -0.693
H: 10.321 -1.436 -2.113
H: 13.350 1.700 -0.382
H: 11.649 2.181 -0.246
H: 12.611 1.726 1.194
H: -11.249 -1.146 1.859
H: -10.141 -2.529 1.933
H: -9.585 -0.966 1.261
H: -10.326 3.896 -0.593
H: -8.802 3.862 0.284
H: -11.284 -1.534 -1.729
H: -10.969 0.381 -0.645
H: -11.370 1.956 -1.360

The calculation puts the total energy at -699.40947 a.u. Its spin multiplicity is 1. The HOMO energy comes out at -14.731 eV. As for the net charge: +2. The value obtained for the LUMO energy is -6.0 eV. The largest force on an atom is 0.116 Eh/bohr. The HOMO-LUMO gap comes out at 0.3195 Ha.

Atomic partial charges in e from the Mulliken method, atoms 1 to 6:
1. C -1.36
2. C -0.63
3. C -1.20
4. C -0.75
5. C 1.20
6. N -0.44

2.
Entry from OMol25: a cluster of 7 separate species, C41H103N7O10PS in total at a distorted geometry (ωB97M-V/def2-TZVPD).

Atoms and positions in Å:
C: -3.617 3.972 -4.800
C: -3.228 4.798 -3.582
O: -1.909 4.392 -3.094
P: -0.918 5.613 -2.853
O: 0.397 5.122 -2.394
C: -1.678 6.634 -1.564
C: -0.547 7.241 -0.746
S: 0.092 6.108 0.531
C: -0.716 4.505 0.321
C: 0.089 3.320 0.843
C: 1.214 2.843 -0.104
C: 0.988 1.403 -0.599
N: 2.193 0.616 -0.837
C: 3.159 1.268 -1.716
C: 2.779 0.138 0.362
C: 3.542 -1.155 0.230
O: 2.679 0.720 1.430
C: 1.857 5.973 0.146
C: 2.670 7.189 0.610
C: 2.452 8.445 -0.235
C: 2.505 7.496 2.108
O: -0.784 6.519 -4.144
C: -0.441 5.795 -5.369
C: 0.735 6.480 -6.056
H: -4.274 4.569 -5.427
H: -2.725 3.757 -5.380
H: -4.108 3.048 -4.519
H: -3.946 4.624 -2.784
H: -3.245 5.852 -3.850
H: -2.246 7.443 -2.022
H: -2.373 6.025 -0.994
H: 0.272 7.480 -1.411
H: -0.869 8.126 -0.208
H: -1.627 4.602 0.909
H: -1.007 4.297 -0.704
H: -0.633 2.506 0.907
H: 0.444 3.467 1.861
H: 2.171 2.947 0.394
H: 1.206 3.498 -0.973
H: 0.458 1.458 -1.551
H: 0.328 0.859 0.073
H: 3.842 1.938 -1.188
H: 2.644 1.814 -2.499
H: 3.773 0.513 -2.206
H: 3.629 -1.426 -0.819
H: 4.550 -1.053 0.617
H: 2.982 -1.947 0.718
H: 2.191 5.126 0.736
H: 1.960 5.766 -0.915
H: 3.703 6.876 0.462
H: 2.263 8.235 -1.285
H: 1.611 9.015 0.164
H: 3.313 9.105 -0.186
H: 2.670 8.558 2.269
H: 1.516 7.266 2.491
H: 3.257 6.965 2.685
H: -0.173 4.765 -5.147
H: -1.329 5.797 -5.992
H: 1.648 5.938 -5.837
H: 0.576 6.441 -7.129
H: 0.808 7.502 -5.704
C: 7.894 0.146 3.938
C: 8.618 -0.877 3.066
C: 7.679 -1.864 2.357
O: 7.154 -2.879 3.186
C: 6.050 -2.494 3.981
N: 9.630 -1.555 3.879
H: 7.561 -0.286 4.881
H: 8.564 0.970 4.182
H: 7.023 0.559 3.426
H: 9.139 -0.322 2.280
H: 8.257 -2.385 1.590
H: 6.868 -1.334 1.837
H: 5.412 -1.770 3.465
H: 6.387 -2.073 4.932
H: 5.461 -3.385 4.198
H: 10.193 -2.154 3.283
H: 9.146 -2.207 4.494
C: -1.782 -0.368 -0.404
C: -2.388 0.999 -0.712
C: -3.910 1.066 -0.499
O: -4.665 0.469 -1.523
C: -4.771 -0.940 -1.458
N: -1.989 1.390 -2.068
H: -1.972 -1.083 -1.203
H: -0.700 -0.287 -0.298
H: -2.182 -0.781 0.525
H: -1.949 1.720 -0.008
H: -4.209 2.120 -0.502
H: -4.188 0.657 0.482
H: -4.824 -1.311 -0.432
H: -3.929 -1.409 -1.971
H: -5.687 -1.229 -1.976
H: -2.304 2.338 -2.249
H: -2.522 0.819 -2.726
C: 11.270 -2.022 7.227
C: 9.772 -2.091 7.498
C: 9.373 -1.640 8.909
O: 9.642 -2.578 9.932
C: 10.972 -2.588 10.414
N: 9.294 -3.443 7.191
H: 11.815 -2.844 7.691
H: 11.458 -2.075 6.155
H: 11.693 -1.084 7.594
H: 9.287 -1.402 6.799
H: 8.288 -1.502 8.925
H: 9.824 -0.669 9.155
H: 11.407 -1.584 10.412
H: 11.606 -3.261 9.831
H: 10.946 -2.955 11.440
H: 8.280 -3.464 7.257
H: 9.603 -4.060 7.937
C: -4.761 -6.991 0.115
C: -4.257 -5.782 0.896
C: -4.792 -4.443 0.370
O: -4.181 -3.986 -0.823
C: -4.685 -4.561 -2.015
N: -2.792 -5.815 0.936
H: -4.249 -7.110 -0.840
H: -4.588 -7.905 0.682
H: -5.833 -6.916 -0.077
H: -4.620 -5.884 1.922
H: -4.573 -3.677 1.120
H: -5.884 -4.473 0.251
H: -5.756 -4.767 -1.941
H: -4.154 -5.480 -2.274
H: -4.521 -3.843 -2.821
H: -2.454 -5.082 1.554
H: -2.448 -5.550 0.017
C: -11.515 -4.675 0.355
C: -10.032 -4.448 0.079
C: -9.294 -5.694 -0.430
O: -9.001 -6.654 0.565
C: -10.068 -7.528 0.893
N: -9.407 -3.883 1.279
H: -11.678 -5.208 1.291
H: -12.031 -3.720 0.437
H: -11.986 -5.244 -0.448
H: -9.962 -3.698 -0.716
H: -8.321 -5.370 -0.815
H: -9.828 -6.159 -1.269
H: -10.683 -7.755 0.018
H: -10.695 -7.113 1.685
H: -9.630 -8.454 1.263
H: -8.449 -3.617 1.066
H: -9.314 -4.631 1.961
C: -1.018 -1.299 -5.644
C: -2.279 -1.907 -5.039
C: -2.967 -2.944 -5.935
O: -3.698 -2.402 -7.015
C: -2.935 -2.067 -8.160
N: -3.190 -0.824 -4.652
H: -1.250 -0.556 -6.407
H: -0.437 -0.795 -4.871
H: -0.386 -2.065 -6.096
H: -1.980 -2.431 -4.126
H: -3.705 -3.477 -5.328
H: -2.250 -3.692 -6.296
H: -2.106 -2.765 -8.308
H: -2.547 -1.047 -8.101
H: -3.597 -2.125 -9.023
H: -3.977 -1.221 -4.146
H: -3.606 -0.453 -5.503

The calculation puts the total energy at -3498.89854 a.u. Its spin multiplicity is 1. The HOMO energy comes out at -10.041 eV. As for the net charge: +1. The value obtained for the LUMO energy is -2.1 eV. The largest force on an atom is 0.025 Eh/bohr. The HOMO-LUMO gap comes out at 0.2902 Ha.

Atomic partial charges in e from the Mulliken method, atoms 1 to 6:
1. C -1.33
2. C -0.74
3. O 0.19
4. P 0.27
5. O -0.70
6. C -0.93